ORCA calculation (ωB97M-V with the def2-TZVPD basis set) on C40H41BrN7O4S2Ti as an isolated structure at a distorted geometry.

Summary:
LUMO level (spin up / spin down): 4.19 / 4.18 eV
ΔE to the lowest compared entry with this formula, charge and spin: 40.8 kcal/mol
Largest force on an atom: 3.6 eV/Å
2S+1: 2
Total energy: -6452.96175 Ha
HOMO energy (spin up / spin down): 0.00603 / -0.03723 hartree
Net charge: -2

XYZ file:
```
96
Properties=species:S:1:pos:R:3:forces:R:3
Ti -0.08223 0.13414 1.04062 1.6245 -0.4376 3.2321
C 1.32281 1.59087 -2.50755 -0.0342 -0.1998 0.0866
N 1.93045 0.69787 -1.52366 -0.0159 0.2032 -0.2711
C 2.75275 -0.34432 -2.09678 -0.4020 -0.2168 0.2168
C 3.31605 -1.27436 -1.02684 -0.3336 0.1131 0.1069
N 2.28876 -1.85302 -0.15897 0.1255 -0.0347 -0.0174
C 2.85144 -2.25852 1.12706 -0.0496 0.1358 -0.1456
C 1.53667 -2.89189 -0.80977 0.1891 -0.0174 -0.0098
C 2.13644 -4.14459 -0.97420 -0.0816 0.0273 -0.0237
C 1.47840 -5.20682 -1.57364 -0.0375 0.0798 0.0039
C 0.18167 -4.99962 -2.03925 -0.0474 0.0868 0.0402
C -0.41670 -3.76003 -1.89135 0.0589 -0.0638 -0.0684
C 0.22833 -2.66646 -1.27678 -0.0796 0.0728 0.0684
S -0.66035 -1.15818 -1.18599 -0.2584 0.2087 -0.3717
C 2.49228 1.32998 -0.37141 0.0857 0.0226 0.2145
C 3.59622 2.16823 -0.56859 -0.0242 0.0077 0.0948
C 4.19970 2.81529 0.50030 -0.1093 -0.0475 0.0415
C 3.67622 2.59427 1.77081 -0.1670 -0.1279 -0.0741
C 2.56821 1.75878 1.94915 0.4402 -0.0548 -0.1526
C 1.92354 1.08014 0.89571 0.5042 0.6086 -0.3603
S 0.11229 0.54388 3.45482 -0.2558 0.3327 -1.5341
H 1.47284 2.63759 -2.22558 0.0081 -0.0277 -0.0021
H 0.24508 1.41230 -2.58423 0.0128 -0.0363 -0.0116
H 1.77183 1.44467 -3.49942 0.0128 0.0360 0.0107
H 3.60280 0.06272 -2.67562 0.1164 -0.0066 -0.0684
H 2.12853 -0.92230 -2.78911 0.0180 0.0400 0.0036
H 3.99488 -0.70241 -0.39342 0.0273 -0.0047 0.0693
H 3.90232 -2.06233 -1.52022 0.1399 -0.0762 -0.0675
H 3.72049 -2.92869 1.03046 0.0576 -0.0470 -0.0207
H 2.08874 -2.75200 1.72301 -0.0575 -0.0037 -0.0026
H 3.16234 -1.36404 1.66875 -0.0006 0.0380 0.0025
H 3.14842 -4.28575 -0.60744 -0.0317 0.0187 -0.0007
H 1.96431 -6.17092 -1.67575 -0.0181 0.0137 0.0129
H -0.37098 -5.81385 -2.49938 0.0188 0.0584 0.0039
H -1.43201 -3.59900 -2.23714 0.0387 -0.0336 0.0250
H 3.97619 2.31216 -1.57808 -0.0327 -0.0244 0.0228
H 5.05630 3.46656 0.34376 -0.0455 -0.0317 0.0287
H 4.12472 3.07692 2.63466 -0.0137 -0.0123 0.0050
H 2.18292 1.60433 2.94572 -0.0707 0.0384 0.1106
N -0.30366 2.02645 0.19491 -0.3303 -0.1263 -0.0795
C -0.41710 3.16022 0.09121 -0.0309 0.7961 -0.2795
N -0.39672 4.46164 -0.06081 0.0074 0.1190 0.1438
C -1.60655 5.24556 -0.34394 0.2615 -0.1492 0.2437
C -1.20035 6.36851 -1.25880 0.2363 0.1631 -0.0146
O -0.13011 7.14864 -0.70820 0.1317 -0.1914 0.0342
C 1.02864 6.34521 -0.47182 -0.2552 0.2626 -0.2092
C 0.73709 5.21686 0.48314 -0.2190 -0.1931 -0.0362
H -2.01176 5.64124 0.59223 0.0137 0.0325 0.1015
H -2.33950 4.60389 -0.83080 -0.0794 -0.1191 -0.1386
H -2.03320 7.05074 -1.41563 -0.0081 0.0512 -0.0159
H -0.89070 5.95095 -2.22272 -0.0023 -0.0018 -0.0464
H 1.78722 7.00211 -0.05307 0.0538 0.1036 -0.0076
H 1.39312 5.93185 -1.41931 0.0062 0.0021 -0.0538
H 0.47125 5.62110 1.46358 -0.0254 -0.0051 0.1024
H 1.59967 4.55938 0.59294 0.0074 -0.0783 -0.0116
N -4.28978 0.17182 1.51304 -0.9714 0.5544 0.3772
C -3.07867 -0.20673 1.10020 0.1049 -0.8965 -0.6458
N -2.13934 0.58367 1.49218 0.0927 0.9379 0.2005
C -2.77457 1.62731 2.19693 0.3300 -0.6212 -0.4820
C -2.27439 2.75891 2.82641 0.1950 0.1635 0.0586
C -3.18088 3.60410 3.42942 -0.4713 0.0621 0.0415
C -4.57081 3.33510 3.42024 0.5409 0.3586 0.2095
C -5.06568 2.21005 2.81150 -0.1628 -0.2263 -0.1968
C -4.13860 1.37512 2.19860 -0.3267 -0.4903 -0.1927
H -5.15433 -0.23503 1.20360 -0.0292 0.0074 -0.0164
H -2.90937 -1.08579 0.48894 0.0140 0.0809 0.0132
H -1.20910 2.92955 2.87882 0.0756 -0.0940 -0.0152
H -2.81458 4.48978 3.93598 -0.0506 -0.0106 -0.0028
H -5.25337 4.01872 3.91114 0.0312 0.0325 -0.0028
H -6.12624 1.99376 2.78628 0.0052 -0.0218 0.0025
O -0.12327 -1.61298 1.62495 -0.0430 -1.6812 -0.3787
N -0.90071 -2.61501 2.07070 -0.0288 0.4726 0.1747
C -0.77195 -3.90080 1.57415 -0.0228 0.0600 -0.0821
C -1.65125 -4.86085 1.97023 -0.2251 0.0352 0.2604
C -2.67850 -4.58751 2.91663 0.1443 0.1880 -0.1238
C -2.68590 -3.27463 3.48091 -0.0662 -0.2797 -0.0259
C -1.80132 -2.32548 3.07745 -0.0784 -0.1029 0.1753
H 0.01148 -4.06056 0.85232 0.0127 0.0413 0.0268
H -1.53899 -5.84876 1.53838 0.0101 0.0235 0.0137
H -3.39172 -5.34358 3.21942 0.0659 0.0504 -0.0210
H -3.38905 -3.00812 4.26529 0.0838 -0.0305 -0.0601
H -1.68483 -1.33862 3.51240 0.0128 0.0261 -0.0989
Br -4.40105 -0.82495 -2.53722 0.2027 -0.0511 -0.0307
C -5.37786 0.51160 -1.62822 -0.0579 0.3007 0.0918
C -6.67865 0.17953 -1.25546 0.0406 -0.0023 0.0011
C -7.47399 1.10878 -0.60371 0.0111 0.1212 0.0392
C -6.95986 2.37062 -0.31912 0.0324 -0.1282 -0.0103
C -5.66097 2.68137 -0.69066 -0.0983 -0.0103 0.0475
C -4.83803 1.77182 -1.35580 0.0086 -0.3831 0.0470
C -3.39901 2.23883 -1.66904 0.4662 0.4152 -0.0415
O -3.35343 3.46148 -2.00048 -0.0336 -0.4436 -0.0095
O -2.45615 1.44749 -1.50711 -0.9317 0.2047 -0.1888
H -7.05606 -0.81196 -1.47575 0.0051 0.0561 -0.0532
H -8.49263 0.85149 -0.33402 0.0428 -0.0067 0.0315
H -7.56861 3.10439 0.19676 0.0205 -0.0055 0.0052
H -5.23660 3.65193 -0.46595 -0.0306 -0.0100 -0.0690
```
Positions in Å, forces in eV/Å.



ORCA calculation (ωB97M-V with the def2-TZVPD basis set) on C34H42BN8O6RuS3 as an isolated structure.

Summary:
LUMO level (spin up / spin down): -11.15 / -11.35 eV
Largest force on an atom: 0.4 eV/Å
2S+1: 1
Total energy: -3523.55272 Ha
HOMO energy (spin up / spin down): -0.64352 / -0.64029 hartree
Net charge: +3

XYZ file:
```
95
Properties=species:S:1:pos:R:3:forces:R:3
Ru -0.10606 1.19799 -3.23993 -0.1724 0.3876 0.0587
C -4.79477 -0.17086 -1.68838 0.0015 0.0264 -0.0002
C -3.47569 -0.34196 -1.00555 -0.0229 -0.0232 -0.0026
C -3.27732 -1.21211 0.04347 -0.0254 -0.0280 -0.0331
C -2.00481 -1.38666 0.61772 0.0569 0.0140 -0.0601
N -0.98095 -0.64228 0.22014 -0.0057 0.0175 0.0518
N -1.17918 0.21633 -0.75877 -0.0142 0.0573 -0.0250
B -0.03087 1.16429 -1.20020 -0.0301 -0.1354 -0.0010
N 1.40301 0.67695 -0.71985 0.0474 0.0452 0.1045
N 1.57792 0.81196 0.58008 -0.0237 -0.0755 -0.0653
C 2.72663 0.42245 1.12428 -0.0066 0.0154 -0.0016
C 3.72854 -0.15290 0.32692 0.0297 0.0024 0.0349
C 3.58844 -0.23187 -1.04229 0.0015 0.0147 -0.0594
C 4.67521 -0.74435 -1.93693 -0.0118 -0.0022 -0.0003
C 2.36238 0.23173 -1.53979 -0.0152 0.0703 0.0161
S 2.12386 0.37152 -3.31360 0.0810 -0.1072 0.0581
C 2.91651 0.63184 2.61050 0.0102 -0.0025 -0.0011
C 4.22733 1.40559 2.83247 -0.0002 -0.0111 -0.0080
C 3.00770 -0.75271 3.27574 0.0036 -0.0051 -0.0120
C 1.75163 1.41970 3.20332 -0.0159 -0.0134 0.0009
N -0.27593 2.59150 -0.62103 0.0102 -0.0031 -0.0009
N -0.84973 2.69538 0.56842 0.0129 -0.0102 -0.0017
C -0.99225 3.90844 1.07444 -0.0222 0.0380 0.0011
C -0.49839 5.04009 0.38410 -0.0238 -0.0083 0.0166
C 0.09413 4.92891 -0.85080 0.0225 -0.0423 -0.0561
C 0.60022 6.08859 -1.64882 -0.0013 0.0034 0.0143
C 0.15737 3.61519 -1.34537 -0.0296 0.0260 0.0334
S 0.72459 3.19833 -2.96371 -0.0988 -0.2227 -0.1149
C -1.70678 4.05509 2.40210 0.0527 -0.0263 0.0351
C -2.94019 4.94695 2.18674 -0.0199 0.0144 -0.0122
C -2.14417 2.69587 2.94524 -0.0045 0.0167 -0.0119
C -0.74838 4.72717 3.40056 -0.0147 -0.0004 -0.0098
C -2.33179 0.35318 -1.42797 0.0206 -0.0225 0.0258
S -2.29030 1.31775 -2.90177 0.1113 -0.0190 -0.0366
C -1.71853 -2.38405 1.72419 -0.0066 0.0243 0.0645
C -1.64821 -1.59077 3.04100 0.0135 -0.0144 -0.0061
C -2.81648 -3.44576 1.81831 -0.0039 0.0006 0.0063
C -0.37227 -3.06808 1.45837 0.0061 -0.0052 0.0065
H -5.55066 -0.80451 -1.23181 0.0024 -0.0010 0.0025
H -4.72290 -0.42739 -2.74691 0.0040 -0.0095 0.0016
H -5.12978 0.86612 -1.62598 -0.0027 -0.0027 -0.0047
H -4.10823 -1.80444 0.40158 0.0016 0.0042 0.0111
H 4.64840 -0.48998 0.78744 -0.0084 -0.0079 0.0048
H 5.54893 -1.02405 -1.35396 -0.0024 0.0032 0.0064
H 4.97902 0.01688 -2.65842 0.0000 -0.0028 0.0021
H 4.34603 -1.62153 -2.49502 0.0009 -0.0067 -0.0019
H 5.10175 0.85820 2.47879 0.0056 0.0066 0.0117
H 4.36403 1.56983 3.90065 -0.0047 0.0001 0.0012
H 4.20419 2.38117 2.34357 0.0027 0.0023 -0.0004
H 3.84584 -1.33861 2.89445 -0.0030 -0.0033 -0.0041
H 2.08835 -1.32349 3.13463 -0.0147 -0.0082 -0.0053
H 3.16237 -0.62275 4.34643 0.0022 0.0067 -0.0005
H 1.66373 2.40595 2.74368 0.0113 0.0125 0.0025
H 1.92470 1.55483 4.27035 -0.0056 0.0054 -0.0007
H 0.80399 0.89840 3.06981 -0.0171 -0.0171 0.0067
H -0.61080 6.01828 0.83374 0.0080 0.0029 -0.0010
H 0.50956 7.01460 -1.08682 -0.0008 -0.0029 0.0055
H 0.03275 6.19676 -2.57536 -0.0023 0.0039 0.0023
H 1.64933 5.94973 -1.91608 -0.0022 0.0037 -0.0020
H -3.63034 4.50773 1.46398 0.0017 -0.0010 -0.0001
H -2.67544 5.94978 1.84863 0.0026 -0.0011 -0.0040
H -3.46977 5.05529 3.13272 0.0003 -0.0017 0.0015
H -2.83936 2.19869 2.26661 -0.0009 -0.0076 -0.0008
H -2.65162 2.84433 3.89763 0.0047 -0.0004 0.0026
H -1.29111 2.03702 3.10978 -0.0023 -0.0113 0.0018
H -0.43350 5.71834 3.07148 0.0004 0.0029 0.0071
H 0.14103 4.11896 3.57308 -0.0025 -0.0072 -0.0031
H -1.25950 4.85166 4.35471 -0.0021 -0.0004 -0.0010
H -2.59724 -1.10026 3.26453 -0.0032 -0.0012 -0.0052
H -0.86666 -0.83091 2.99454 0.0236 0.0197 0.0024
H -1.42112 -2.27150 3.86161 -0.0094 0.0016 0.0022
H -3.77185 -3.03066 2.14233 -0.0004 0.0083 -0.0064
H -2.53004 -4.18567 2.56464 0.0048 -0.0005 -0.0064
H -2.96060 -3.97063 0.87130 -0.0062 -0.0074 -0.0041
H 0.44399 -2.34614 1.42827 0.0122 0.0051 -0.0005
H -0.38885 -3.62203 0.51651 -0.0033 0.0000 -0.0077
H -0.16996 -3.78018 2.25791 0.0026 0.0021 -0.0042
O 1.89902 -1.24065 -3.66184 0.0506 -0.2352 0.0147
C 0.64065 -1.71753 -3.49767 0.1477 0.1243 -0.3046
O -0.27190 -0.93554 -3.23483 -0.0912 0.1112 0.1595
C 0.48000 -3.14641 -3.67145 -0.0339 -0.0161 0.0785
C -0.77364 -3.68903 -3.37735 0.0086 -0.0042 0.0131
C -0.94101 -5.04757 -3.49061 0.0115 0.0083 -0.0182
C 0.07361 -5.88989 -3.91452 -0.0036 -0.0054 0.0007
C 1.29950 -5.31381 -4.20045 0.0122 -0.0078 -0.0193
C 1.53569 -3.96250 -4.08613 -0.0006 -0.0046 0.0145
N 2.42446 -6.18771 -4.63130 0.0472 -0.0408 0.0084
O 2.17910 -7.35994 -4.75543 0.0046 0.0789 0.0002
O 3.48996 -5.63719 -4.80607 -0.0725 -0.0238 0.0032
N -2.25785 -5.62051 -3.11510 -0.0285 -0.0167 0.0460
O -2.41619 -6.79636 -3.30622 0.0002 0.0619 -0.0043
O -3.05767 -4.84534 -2.62504 0.0287 -0.0336 -0.0257
H -1.60236 -3.07678 -3.05404 0.0011 0.0081 0.0064
H -0.08007 -6.95750 -4.01141 0.0035 -0.0003 0.0011
H 2.51765 -3.58205 -4.32888 0.0045 0.0106 0.0056
```
Positions in Å, forces in eV/Å.